No. 1
118
Properties=species:S:1:pos:R:3 method="wB97M-V/def2-TZVPD" smiles="O=[N+]([O-])c1ccccc1.O=[N+]([O-])c1ccccc1.O=[N+]([O-])c1ccccc1.O=[N+]([O-])c1ccccc1.O=[N+]([O-])c1ccccc1.O=[N+]([O-])c1ccccc1.O=[N+]([O-])c1ccccc1.O=[N+]([O-])c1ccccc1.CC#N" lumo_ha=-0.04322 max_force_ev_per_a=1.6 orbital_gap_ha=0.3068 homo_ev=-9.53 e_above_lowest_kcal_mol=0.0
O -13.11 24.70 4.54
N -12.21 24.89 5.33
O -11.98 25.96 5.85
C -11.30 23.78 5.62
C -11.66 22.49 5.26
C -10.82 21.45 5.58
C -9.63 21.65 6.28
C -9.24 22.97 6.50
C -10.07 24.04 6.20
H -12.57 22.29 4.72
H -11.12 20.45 5.27
H -8.95 20.85 6.53
H -8.27 23.13 6.94
H -9.76 25.06 6.37
O -2.31 22.30 9.18
N -1.29 21.86 8.69
O -1.15 20.71 8.34
C -0.19 22.80 8.50
C 0.73 22.57 7.49
C 1.78 23.46 7.32
C 1.90 24.51 8.23
C 0.95 24.78 9.20
C -0.09 23.89 9.37
H 0.64 21.70 6.87
H 2.49 23.39 6.51
H 2.75 25.17 8.12
H 0.93 25.68 9.81
H -0.85 24.00 10.13
O -3.21 25.14 7.39
N -3.28 26.34 7.60
O -3.61 27.17 6.77
C -3.09 26.80 8.98
C -2.83 28.15 9.21
C -2.65 28.60 10.49
C -2.70 27.69 11.53
C -2.97 26.34 11.32
C -3.11 25.88 10.01
H -2.81 28.82 8.36
H -2.52 29.66 10.70
H -2.60 28.05 12.55
H -2.93 25.63 12.12
H -3.22 24.81 9.91
O -4.63 17.62 14.75
N -4.02 17.02 13.89
O -3.58 15.91 14.01
C -3.90 17.72 12.59
C -4.18 19.06 12.47
C -4.09 19.67 11.24
C -3.64 18.98 10.12
C -3.16 17.68 10.32
C -3.29 17.04 11.54
H -4.61 19.65 13.27
H -4.45 20.68 11.08
H -3.48 19.38 9.13
H -2.69 17.20 9.47
H -2.95 16.02 11.67
O -10.61 29.41 3.20
N -10.37 28.21 3.14
O -11.10 27.39 2.64
C -9.12 27.72 3.73
C -8.19 28.60 4.27
C -6.99 28.12 4.77
C -6.76 26.74 4.85
C -7.68 25.86 4.31
C -8.86 26.36 3.79
H -8.45 29.65 4.30
H -6.22 28.75 5.19
H -5.84 26.39 5.30
H -7.48 24.81 4.46
H -9.63 25.68 3.43
O -6.74 18.79 6.92
N -5.75 18.11 6.68
O -4.63 18.57 6.64
C -5.94 16.70 6.45
C -7.19 16.25 6.04
C -7.32 14.93 5.66
C -6.31 14.02 5.94
C -5.08 14.44 6.42
C -4.91 15.79 6.68
H -8.01 16.94 5.93
H -8.25 14.55 5.25
H -6.41 12.95 5.75
H -4.23 13.77 6.47
H -3.95 16.21 6.95
O 0.17 23.13 4.47
N -0.19 23.64 3.43
O 0.52 23.71 2.46
C -1.52 24.26 3.28
C -2.52 24.04 4.20
C -3.71 24.76 4.10
C -3.86 25.67 3.08
C -2.93 25.77 2.04
C -1.71 25.13 2.22
H -2.41 23.42 5.08
H -4.46 24.60 4.86
H -4.74 26.29 2.95
H -3.11 26.43 1.20
H -0.85 25.35 1.60
O -10.86 22.40 1.86
N -9.78 22.23 2.40
O -9.06 23.14 2.75
C -9.34 20.85 2.59
C -8.26 20.61 3.40
C -8.03 19.32 3.85
C -8.85 18.30 3.40
C -9.88 18.52 2.48
C -10.09 19.81 2.03
H -7.66 21.40 3.84
H -7.19 19.06 4.48
H -8.62 17.28 3.69
H -10.49 17.69 2.14
H -10.84 20.01 1.28
C -4.31 21.88 6.70
C -5.40 22.25 5.81
N -6.29 22.56 5.15
H -3.41 21.62 6.14
H -4.58 20.97 7.25
H -4.09 22.72 7.35

***

No. 2
107
Properties=species:S:1:pos:R:3 method="wB97M-V/def2-TZVPD" lumo_ha="-0.20498 / -0.30283" max_force_ev_per_a=0.9 orbital_gap_ha="0.2729 / 0.1751" homo_ev="-13.00 / -13.00" multiplicity=2 e_above_lowest_kcal_mol=49.7 charge=+2 s2=0.780
Ir 0.31 -0.07 0.49
C -0.58 2.91 2.43
C 0.58 3.37 1.55
As 1.67 1.91 0.86
C 3.24 1.69 1.98
C 4.27 0.91 1.45
C 5.45 0.75 2.16
C 5.62 1.38 3.38
C 4.60 2.17 3.90
C 3.41 2.32 3.20
C 2.57 2.70 -0.66
C 2.85 4.06 -0.61
C 3.62 4.65 -1.61
C 4.12 3.88 -2.65
C 3.84 2.52 -2.69
C 3.08 1.93 -1.70
As 0.01 1.51 3.67
C -0.43 -0.19 2.54
C 0.22 -1.19 3.34
C -0.49 -2.13 4.04
C -1.89 -2.10 4.00
C -2.57 -1.17 3.23
C -1.85 -0.25 2.49
C -1.49 1.42 4.90
C -2.72 2.03 4.66
C -3.74 1.90 5.59
C -3.54 1.17 6.76
C -2.31 0.57 7.00
C -1.28 0.70 6.07
H -1.42 2.58 1.83
H -0.91 3.75 3.06
H 1.24 4.05 2.09
H 0.21 3.89 0.67
H 4.16 0.46 0.47
H 6.25 0.16 1.74
H 6.54 1.27 3.93
H 4.73 2.67 4.85
H 2.62 2.94 3.63
H 2.48 4.68 0.19
H 3.83 5.71 -1.56
H 4.72 4.34 -3.42
H 4.23 1.92 -3.50
H 2.88 0.87 -1.75
H 1.30 -1.16 3.42
H 0.02 -2.87 4.65
H -2.45 -2.83 4.58
H -3.65 -1.18 3.19
H -2.38 0.45 1.87
H -2.90 2.59 3.76
H -4.70 2.37 5.41
H -4.34 1.07 7.48
H -2.15 0.01 7.91
H -0.32 0.25 6.27
N -4.04 -5.39 -4.51
C -3.54 -4.73 -3.48
C -4.04 -3.43 -3.16
C -3.54 -2.77 -2.07
C -2.54 -3.37 -1.30
C -2.02 -4.64 -1.61
C -2.50 -5.31 -2.69
S -2.09 -2.59 0.23
O -2.10 -3.64 1.20
O -2.96 -1.46 0.34
N -0.60 -1.99 0.04
C 0.55 -2.68 0.36
N 1.48 -1.77 0.75
C 2.67 -2.21 1.15
C 2.94 -3.57 1.14
C 1.94 -4.41 0.67
N 0.75 -3.98 0.27
H -4.79 -5.00 -5.07
H -3.72 -6.31 -4.75
H -4.83 -3.00 -3.76
H -3.92 -1.79 -1.78
H -1.25 -5.07 -0.98
H -2.13 -6.30 -2.95
H 3.39 -1.47 1.47
H 3.90 -3.95 1.47
H 2.11 -5.48 0.61
O 0.61 0.07 -1.60
C -0.56 0.54 -2.35
C -1.62 1.01 -1.31
O -2.72 1.29 -1.68
O -1.19 1.16 -0.08
C -0.10 1.75 -3.17
C 0.55 1.55 -4.38
C 1.05 2.63 -5.09
C 0.90 3.92 -4.60
C 0.24 4.12 -3.39
C -0.25 3.04 -2.68
C -1.07 -0.56 -3.27
C -2.09 -0.24 -4.17
C -2.46 -1.12 -5.17
C -1.79 -2.34 -5.31
C -0.80 -2.68 -4.40
C -0.46 -1.81 -3.38
H 1.08 -0.61 -2.09
H 0.66 0.55 -4.79
H 1.55 2.47 -6.04
H 1.28 4.76 -5.15
H 0.11 5.12 -3.01
H -0.79 3.22 -1.75
H -2.57 0.73 -4.09
H -3.23 -0.84 -5.87
H -2.04 -3.00 -6.13
H -0.28 -3.63 -4.50
H 0.30 -2.14 -2.68